The following is a quantum chemistry calculation of a cluster of 2 separate species, C4H12NOS in total, from OMol25.

## Properties
**Kohn-Sham gap**: 6.22 eV
**Charge**: -1
**DFT total energy**: -687.770982 hartree
**LUMO level**: 3.697 eV
**HOMO level**: -2.5 eV
**Relative energy (zero: lowest compared OMol25 entry of this formula, charge and spin)**: 35.8 kcal per mole

```
19
C4H12NOS, DFT ωB97M-V with the def2-TZVPD basis set
C 1.21 -1.43 0.07
N 0.48 -0.28 0.63
C -0.79 -0.23 -0.12
C -1.41 1.19 -0.33
S -0.26 2.59 -0.72
C 1.85 -1.15 -1.31
H 1.79 -1.80 0.92
H 0.43 -2.20 -0.18
H 1.03 0.54 0.28
H -1.51 -0.80 0.38
H -0.58 -0.59 -1.14
H -2.11 1.55 0.46
H -2.16 1.16 -1.16
H 2.76 -0.42 -1.32
H 2.49 -2.13 -1.54
H 1.09 -1.00 -2.05
H -0.27 -1.78 2.56
H -0.81 -2.23 1.38
O -0.81 -2.50 2.33
```

---

The following is a quantum chemistry calculation of the molecule C5H7N3O3, from OMol25.

## Properties
**Kohn-Sham gap**: 8.80 eV
**Charge**: 0
**DFT total energy**: -584.369825 hartree
**SMILES**: CC(C)=C=NO/N=C\[N+](=O)[O-]
**LUMO level**: -0.939 eV
**HOMO level**: -9.7 eV
**Relative energy (zero: lowest compared OMol25 entry of this formula, charge and spin)**: 229.0 kcal per mole

```
18
C5H7N3O3, DFT ωB97M-V with the def2-TZVPD basis set
C -1.04 0.20 -1.72
C -1.10 -0.63 0.60
C 1.10 -0.24 -0.65
C -0.76 2.34 -0.61
C -0.37 -0.12 -0.65
N -1.57 0.80 -2.66
N -0.65 2.74 -1.79
N -1.95 1.92 0.12
O -1.88 2.03 1.35
O -1.44 2.18 -2.74
O -2.94 1.53 -0.47
H -0.76 -1.62 1.05
H -2.18 -0.83 0.58
H -0.90 -0.04 1.42
H 1.59 0.58 0.06
H 1.33 -1.28 -0.47
H 1.44 -0.03 -1.79
H -0.13 2.62 0.16
```

---

The following is a quantum chemistry calculation of a cluster of 2 separate species, C37H43F20N3O3S3 in total, from OMol25.

## Properties
**Kohn-Sham gap**: 3.96 eV
**Charge**: +2
**DFT total energy**: -5016.999521 hartree
**LUMO level**: -7.798 eV
**HOMO level**: -11.8 eV

```
109
C37H43F20N3O3S3, DFT ωB97M-V with the def2-TZVPD basis set
C 3.73 -1.37 1.12
C 3.89 -0.06 0.34
C 2.74 0.92 0.58
C 1.48 0.54 -0.22
N 0.24 0.66 0.58
C -0.01 -0.59 1.31
C -1.09 -0.51 2.40
C -1.63 -1.92 2.71
C -2.77 -2.38 1.79
C -3.80 -3.29 2.49
C -3.56 -4.82 2.43
C -2.27 -5.31 1.80
F -2.17 -6.64 1.94
F -2.26 -5.02 0.48
F -1.17 -4.75 2.35
O -3.55 -5.34 3.76
S -5.05 -5.62 4.38
O -4.77 -5.87 5.76
O -5.65 -4.07 4.37
C -6.25 -3.70 3.12
C -5.27 -2.97 2.17
C -5.70 -3.16 0.71
F -6.12 -4.44 0.49
F -4.67 -2.94 -0.15
C -6.87 -2.23 0.26
F -7.84 -2.25 1.21
F -7.40 -2.73 -0.88
C -6.46 -0.76 -0.03
F -6.07 -0.66 -1.31
F -5.42 -0.40 0.76
C -7.59 0.29 0.22
F -7.29 1.39 -0.51
F -8.76 -0.22 -0.23
C -7.76 0.73 1.72
F -9.08 0.91 1.96
F -7.31 -0.25 2.54
C -7.04 2.06 2.09
F -7.77 3.09 1.59
F -5.81 2.09 1.55
C -6.88 2.24 3.63
F -5.84 1.47 4.04
F -8.00 1.85 4.28
C -6.56 3.70 4.05
F -7.59 4.52 3.80
F -6.30 3.70 5.36
F -5.47 4.14 3.38
C -0.80 1.03 -0.32
S -1.77 0.02 -1.13
S -0.72 2.76 -0.53
C -2.06 3.16 -1.64
C -1.64 3.53 -3.08
C -2.35 2.67 -4.13
H 3.00 -2.01 0.63
H 3.34 -1.16 2.11
H 4.66 -1.90 1.22
H 4.83 0.41 0.61
H 3.89 -0.29 -0.73
H 2.51 1.02 1.63
H 3.05 1.90 0.23
H 1.56 -0.48 -0.59
H 1.38 1.21 -1.07
H -0.19 -1.42 0.63
H 0.92 -0.80 1.83
H -0.61 -0.14 3.30
H -1.89 0.18 2.15
H -1.98 -1.95 3.74
H -0.77 -2.58 2.63
H -3.28 -1.48 1.47
H -2.39 -2.82 0.88
H -3.72 -3.06 3.55
H -4.35 -5.32 1.87
H -7.07 -3.03 3.36
H -6.69 -4.58 2.66
H -5.39 -1.91 2.38
H -2.78 2.35 -1.66
H -2.56 4.00 -1.17
H -1.91 4.57 -3.25
H -0.57 3.44 -3.19
H -1.78 2.64 -5.05
H -3.33 3.08 -4.36
H -2.47 1.65 -3.78
C 3.77 1.62 -3.51
N 5.26 1.64 -3.43
C 5.84 2.36 -2.45
C 7.20 2.38 -2.31
C 8.00 1.66 -3.19
C 7.38 0.93 -4.20
C 6.00 0.94 -4.30
C 9.48 1.63 -3.04
C 10.16 0.43 -2.89
C 11.53 0.43 -2.78
N 12.22 1.57 -2.83
C 11.59 2.75 -2.96
C 10.22 2.81 -3.07
C 13.71 1.56 -2.75
H 3.41 2.64 -3.60
H 3.39 1.16 -2.60
H 3.48 1.03 -4.37
H 5.17 2.89 -1.79
H 7.63 2.96 -1.50
H 7.95 0.37 -4.92
H 5.48 0.40 -5.06
H 9.63 -0.51 -2.84
H 12.10 -0.48 -2.66
H 12.21 3.64 -2.99
H 9.75 3.78 -3.19
H 14.02 2.18 -1.91
H 14.11 1.95 -3.68
H 14.04 0.54 -2.59
```

---

The following is a quantum chemistry calculation of a cluster of 12 separate species, H24O12 in total, from OMol25.

## Properties
**Kohn-Sham gap**: 8.34 eV
**Charge**: 0
**DFT total energy**: -917.028145 hartree
**SMILES**: O.O.O.O.O.O.O.O.O.O.O.O
**LUMO level**: -0.359 eV
**HOMO level**: -8.7 eV
**Relative energy (zero: lowest compared OMol25 entry of this formula, charge and spin)**: 186.5 kcal per mole

```
36
H24O12, DFT ωB97M-V with the def2-TZVPD basis set
H -0.33 0.43 -0.22
H 0.42 -0.40 0.68
H -1.06 0.05 -1.84
H -1.23 1.52 -2.39
H -2.33 -0.45 0.33
H -3.50 -0.63 1.42
H 1.21 -4.49 -0.06
H 1.11 -3.59 1.29
H 2.10 -2.46 3.01
H 2.11 -2.05 4.35
H -0.18 0.29 2.86
H 0.60 1.40 2.18
H -2.88 -0.61 -3.16
H -2.36 0.09 -4.51
H 2.32 2.16 0.96
H 2.97 0.86 0.59
H -1.35 4.32 -1.75
H -0.60 5.55 -1.68
H -2.16 4.06 1.71
H -1.90 3.65 0.29
H 0.15 -2.10 -2.82
H 1.22 -2.41 -3.86
H 2.11 -2.22 1.27
H 3.63 -1.90 1.54
O -0.12 0.40 0.77
O -0.94 1.00 -1.71
O -3.20 -0.88 0.58
O 1.02 -3.59 0.29
O 2.65 -1.93 3.55
O 0.70 0.50 2.43
O -2.68 -0.74 -4.15
O 2.48 1.24 1.21
O -1.15 5.00 -2.31
O -2.31 3.43 1.10
O 0.53 -2.83 -3.33
O 2.96 -2.65 1.37
```

---

The following is a quantum chemistry calculation of a cluster of 2 separate species, C4H5NOS in total, from OMol25.

## Properties
**Multiplicity**: 3
**Kohn-Sham gap (alpha / beta)**: 5.73 / 9.09 eV
**Charge**: 0
**<S²>**: 2.01
**DFT total energy**: -683.398125 hartree
**LUMO level (alpha / beta)**: 0.828 / -1.057 eV
**HOMO level (alpha / beta)**: -4.9 / -10.1 eV
**Relative energy (zero: lowest compared OMol25 entry of this formula, charge and spin)**: 58.8 kcal per mole

```
12
C4H5NOS, DFT ωB97M-V with the def2-TZVPD basis set
C -0.36 -0.08 0.08
C 2.10 -0.79 0.39
C -0.28 2.31 -0.31
C -1.04 -1.43 -0.03
N -0.43 1.05 -0.24
O 1.76 -1.89 0.54
S 2.60 0.68 0.35
H -0.02 2.50 -1.33
H -0.78 3.09 0.29
H -0.23 -2.20 0.03
H -1.85 -1.63 -0.77
H -1.47 -1.61 1.00
```

---

The following is a quantum chemistry calculation of the molecule C4H5FO2, from OMol25.

## Properties
**Kohn-Sham gap**: 10.51 eV
**Charge**: 0
**DFT total energy**: -405.571536 hartree
**SMILES**: FC1[C@H]2OCO[C@H]12
**LUMO level**: 0.904 eV
**HOMO level**: -9.6 eV
**Relative energy (zero: lowest compared OMol25 entry of this formula, charge and spin)**: 122.7 kcal per mole

```
12
C4H5FO2, DFT ωB97M-V with the def2-TZVPD basis set
C 1.43 -0.08 0.44
C 0.08 0.67 0.49
C -1.90 0.01 -0.20
C 0.16 -0.67 -0.12
H 1.80 -0.24 1.46
H -0.18 0.59 1.56
H -2.30 -0.06 -1.23
H -2.70 0.10 0.57
H 0.32 -0.54 -1.21
O -1.03 1.20 -0.22
O -1.13 -1.18 0.13
F 2.42 0.05 -0.46
```